(1)
The following is a quantum chemistry calculation of a cluster of 2 separate species, C2H9N5O in total, from the Open Molecules 2025 dataset.

Bonds (Å) are listed after each position.
Element x y z (Å)
1 C -0.26886 -1.01532 0.26870  C2 1.587, N7 1.363, O8 1.246
2 C 0.71363 -2.20567 -0.10221  C1 1.587, H9 1.058, H10 1.214, H11 1.032
3 N 1.83585 1.82955 0.15556  N5 1.396, H12 1.048, H13 1.041
4 N -2.58542 0.86852 -0.51391  N6 1.336, H14 1.103, H15 1.028
5 N 1.46776 0.49505 -0.02173  N3 1.396, N7 1.340, H16 1.098
6 N -1.58240 1.65272 -0.10914  N4 1.336, H17 0.999
7 N 0.23463 0.23972 0.43714  C1 1.363, N5 1.340
8 O -1.45562 -1.25011 0.56726  C1 1.246
9 H 0.21877 -3.13771 -0.02695  C2 1.058
10 H 1.19150 -2.01201 -1.20153  C2 1.214
11 H 1.53177 -2.11964 0.52129  C2 1.032
12 H 1.02673 2.34686 0.57438  N3 1.048
13 H 2.65340 1.85828 0.79909  N3 1.041
14 H -2.32040 0.67532 -1.56719  N4 1.103
15 H -2.83563 0.16245 0.18956  N4 1.028
16 H 1.86394 -0.10412 -0.85198  N5 1.098
17 H -1.68967 1.71610 0.88167  N6 0.999

Output
HOMO-LUMO gap (alpha / beta) in eV: 8.62 / 6.47
Relative energy (zero: lowest compared OMol25 entry of this formula, charge and spin) in eV: 7.129
Net charge: 0

Atomic partial charges in e from the Löwdin method, atoms 1 to 5: atom 1 (C): -0.504, atom 2 (C): -0.006, atom 3 (N): 0.009, atom 4 (N): -0.077, atom 5 (N): -0.164


(2)
The following is a quantum chemistry calculation of an isolated molecule of C2H9N5O, from the Open Molecules 2025 dataset.

Bonds (Å) are listed after each position.
Element x y z (Å)
1 H 0.32376 2.25553 -2.67944  N2 1.008
2 N 0.16419 1.76847 -1.81140  H1 1.008, C3 1.286
3 C 1.08014 1.62864 -0.91990  N2 1.286, O4 1.193, N5 1.737
4 O 2.17193 1.87414 -0.50736  C3 1.193
5 N 0.08441 0.64365 0.10686  C3 1.737, N6 1.423, N7 1.422, H10 1.206
6 N -0.14815 1.29462 1.35060  N5 1.423, H11 1.016, H12 1.019
7 N 0.61299 -0.67630 0.11075  N5 1.422, C8 1.468, H13 1.018
8 C -0.32571 -1.69923 0.58887  N7 1.468, N9 1.441, H14 1.092, H15 1.099
9 N -1.36722 -2.01644 -0.35473  C8 1.441, H16 1.013, H17 1.014
10 H -0.61562 0.92589 -0.83429  N5 1.206
11 H -0.71419 0.71116 1.95929  N6 1.016
12 H 0.75463 1.46625 1.79065  N6 1.019
13 H 1.49342 -0.66548 0.62208  N7 1.018
14 H 0.27399 -2.59259 0.77521  C8 1.092
15 H -0.80496 -1.42800 1.54044  C8 1.099
16 H -2.01115 -1.24435 -0.47788  N9 1.013
17 H -0.97247 -2.24597 -1.25974  N9 1.014

Output
HOMO-LUMO gap in eV: 10.49
Relative energy (zero: lowest compared OMol25 entry of this formula, charge and spin) in eV: 4.454
Net charge: 0

Atomic partial charges in e from the Löwdin method, atoms 1 to 5: atom 1 (H): 0.068, atom 2 (N): 0.079, atom 3 (C): -0.549, atom 4 (O): 0.071, atom 5 (N): -0.223


(3)
The following is a quantum chemistry calculation of a cluster of 2 separate species, C2H9N6O in total, from the Open Molecules 2025 dataset.

Bonds (Å) are listed after each position.
Element x y z (Å)
1 C 1.64322 -0.74330 -0.16936  N3 1.263, N4 1.337, N6 1.407
2 C -1.34388 0.10016 -0.04798  N5 1.306, N7 1.298
3 N 2.74080 -0.97028 0.41217  C1 1.263, H10 1.008
4 N 1.17110 -1.47272 -1.18596  C1 1.337, H11 1.008, H12 1.007
5 N -1.85311 1.28838 -0.23068  C2 1.306, H13 1.009, H14 1.014
6 N 0.91808 0.35021 0.33994  C1 1.407, N8 1.285
7 N -2.05816 -0.98190 0.00708  C2 1.298, O9 1.384, H15 1.022
8 N 1.19924 1.55445 -0.00953  N6 1.285, H16 1.014, H17 1.019
9 O -1.46192 -2.22998 0.05943  N7 1.384, H18 0.971
10 H 3.06511 -0.38102 1.16242  N3 1.008
11 H 1.65668 -2.33326 -1.38600  N4 1.008
12 H 0.18920 -1.43596 -1.40488  N4 1.007
13 H -1.23401 2.08462 -0.25849  N5 1.009
14 H -2.83997 1.47182 -0.37496  N5 1.014
15 H -3.07434 -1.03590 -0.09156  N7 1.022
16 H 1.10409 2.28177 0.69102  N8 1.014
17 H 1.62773 1.78931 -0.90373  N8 1.019
18 H -1.21640 -2.45176 0.97280  O9 0.971

Output
HOMO-LUMO gap (alpha / beta) in eV: 8.15 / 8.15
Net charge: +1

Atomic partial charges in e from the Löwdin method, atoms 1 to 5: atom 1 (C): -0.583, atom 2 (C): -0.157, atom 3 (N): 0.179, atom 4 (N): 0.175, atom 5 (N): 0.136


(4)
The following is a quantum chemistry calculation of a cluster of 2 separate species, C2H9NO in total, from the Open Molecules 2025 dataset.

Bonds (Å) are listed after each position.
Element x y z (Å)
1 C 0.05714 -0.30055 1.38545  C2 1.536, H4 1.085, H5 1.100, H6 1.081
2 C -0.42429 -1.32420 0.34687  C1 1.536, N3 1.483, H7 1.101, H8 1.089
3 N -0.70690 -0.68877 -0.96303  C2 1.483, H9 1.011, H10 1.009
4 H 0.71596 0.45506 0.97062  C1 1.085
5 H 0.74209 -0.84013 2.05639  C1 1.100
6 H -0.79926 0.12165 1.89319  C1 1.081
7 H -1.35297 -1.79870 0.69851  C2 1.101
8 H 0.23222 -2.19148 0.28748  C2 1.089
9 H -0.27864 -1.28291 -1.65959  N3 1.011
10 H -0.35458 0.25638 -1.00353  N3 1.009
11 O 0.61063 2.14370 -1.38620  H12 0.962, H13 0.944
12 H 0.26527 2.82493 -0.80078  O11 0.962
13 H 1.29334 2.62502 -1.82537  O11 0.944

Output
HOMO-LUMO gap in eV: 9.32
Relative energy (zero: lowest compared OMol25 entry of this formula, charge and spin) in eV: 0.409
Net charge: 0

Atomic partial charges in e from the Löwdin method, atoms 1 to 5: atom 1 (C): -0.106, atom 2 (C): -0.337, atom 3 (N): -0.016, atom 4 (H): 0.052, atom 5 (H): 0.068


(5)
The following is a quantum chemistry calculation of a cluster of 2 separate species, C2H9NO in total, from the Open Molecules 2025 dataset.

Bonds (Å) are listed after each position.
Element x y z (Å)
1 C -0.43046 -1.59942 -1.40677  O2 1.404, H4 1.089, H5 1.091, H6 1.089
2 O -1.44609 -1.90902 -0.48772  C1 1.404, C3 1.383
3 C -2.01301 -0.81949 0.14850  O2 1.383, H7 1.100, H8 1.096, H9 1.082
4 H 0.46278 -1.34510 -0.83882  C1 1.089
5 H -0.84077 -0.88947 -2.12684  C1 1.091
6 H -0.22986 -2.52243 -1.94849  C1 1.089
7 H -2.31492 -0.06484 -0.59301  C3 1.100
8 H -1.32300 -0.29748 0.82105  C3 1.096
9 H -2.87373 -1.10735 0.73702  C3 1.082
10 N 3.05177 2.61024 1.38553  H11 1.017, H12 1.016, H13 1.015
11 H 2.76112 3.39229 1.96713  N10 1.017
12 H 2.57547 2.73776 0.49744  N10 1.016
13 H 2.62069 1.81432 1.84499  N10 1.015

Output
HOMO-LUMO gap in eV: 10.64
Relative energy (zero: lowest compared OMol25 entry of this formula, charge and spin) in eV: 0.888
Net charge: 0

Atomic partial charges in e from the Löwdin method, atoms 1 to 5: atom 1 (C): -0.116, atom 2 (O): -0.243, atom 3 (C): -0.153, atom 4 (H): 0.088, atom 5 (H): 0.087


(6)
The following is a quantum chemistry calculation of a cluster of 2 separate species, C2H9NO in total, from the Open Molecules 2025 dataset.

Bonds (Å) are listed after each position.
Element x y z (Å)
1 C -0.33484 1.77334 -1.08041  N2 1.455, H3 1.093, H4 1.093, H5 1.092
2 N -0.96073 0.51142 -0.71619  C1 1.455, H6 1.009, H7 1.013
3 H -0.25245 2.43106 -0.21180  C1 1.093
4 H 0.72671 1.60229 -1.27547  C1 1.093
5 H -0.84553 2.30013 -1.88944  C1 1.092
6 H -1.86856 0.57593 -0.28100  N2 1.009
7 H -1.02576 -0.15306 -1.47804  N2 1.013
8 C 0.86369 -1.80071 1.30908  O9 1.408, H10 1.098, H11 1.100, H12 1.091
9 O 0.80112 -0.39985 1.18254  C8 1.408, H13 1.004
10 H -0.10942 -2.28732 1.45980  C8 1.098
11 H 1.28711 -2.30840 0.42980  C8 1.100
12 H 1.54862 -2.02599 2.12821  C8 1.091
13 H 0.17005 -0.21884 0.42292  O9 1.004

Output
HOMO-LUMO gap in eV: 10.39
Relative energy (zero: lowest compared OMol25 entry of this formula, charge and spin) in eV: 0.622
Net charge: 0

Atomic partial charges in e from the Löwdin method, atoms 1 to 5: atom 1 (C): -0.164, atom 2 (N): -0.077, atom 3 (H): 0.079, atom 4 (H): 0.078, atom 5 (H): 0.068